# 1
14
Properties=species:S:1:pos:R:3:forces:R:3:lowdin_charge:R:1 method="wB97M-V/def2-TZVPD" total_charge=+1 max_force_ev_per_a=1.659 relative_energy_kcal_mol=46.6
C 0.312 -0.580 -0.255 0.021 -0.524 0.376 -0.305
C -1.694 0.688 -0.830 -0.889 0.435 -0.563 0.095
C 1.774 -0.444 -0.196 0.480 -0.111 0.017 0.040
N -1.341 2.397 1.223 -0.344 1.143 1.152 0.020
N -1.606 3.227 1.893 0.329 -1.067 -0.933 0.081
N -0.397 0.417 -0.877 0.197 0.027 -0.141 -0.028
N -0.304 -1.591 0.276 -0.178 0.252 -0.173 0.274
H -2.270 -0.058 -0.259 0.290 -0.106 0.159 0.015
H 2.041 0.500 0.280 -0.104 0.076 0.063 0.120
H 2.246 -1.257 0.350 -0.031 -0.015 -0.038 0.106
H 2.193 -0.406 -1.205 -0.097 -0.051 -0.044 0.123
H 0.173 1.102 -1.376 0.005 -0.214 0.158 0.154
H 0.192 -2.325 0.765 0.068 0.126 -0.068 0.162
H -1.319 -1.673 0.213 0.253 0.029 0.032 0.142

# 2
17
Properties=species:S:1:pos:R:3:forces:R:3:lowdin_charge:R:1 method="wB97M-V/def2-TZVPD" max_force_ev_per_a=3.506 relative_energy_kcal_mol=25.8
C -2.693 -0.417 -0.098 -1.669 -2.119 0.843 -0.132
C -1.541 -1.109 0.054 0.035 2.418 -0.955 -0.094
C -1.037 1.128 0.064 0.272 -1.300 -1.041 -0.514
N -2.429 0.930 -0.071 2.624 0.594 0.027 0.105
N -0.515 -0.161 0.031 -0.278 0.221 0.613 0.094
N 2.903 1.365 -0.100 0.038 -2.169 0.389 -0.121
N 2.274 -1.154 0.005 -0.239 -1.102 0.003 -0.248
O -0.433 2.188 0.079 -0.002 0.036 0.242 0.015
P 3.476 -0.217 0.089 1.949 2.646 -1.221 0.251
S 5.462 -0.363 0.068 -2.449 0.006 0.250 0.149
H -3.713 -0.847 -0.173 0.934 0.636 0.118 0.118
H -1.204 -2.096 0.022 -0.399 -1.487 -0.060 0.093
H 0.459 -0.486 0.027 -0.179 0.728 0.146 0.066
H 3.535 2.017 -0.495 0.812 0.528 -0.033 0.027
H 1.949 1.529 -0.410 -0.121 -0.198 0.343 0.033
H -2.919 1.722 0.263 -1.277 0.202 0.003 0.140
H 2.490 -2.149 -0.090 -0.051 0.361 0.335 0.018

# 3
15
Properties=species:S:1:pos:R:3:forces:R:3:lowdin_charge:R:1 method="wB97M-V/def2-TZVPD" smiles="[H]/N=C/N(/C=N/[H])/C(N)=N/[H]" max_force_ev_per_a=3.269 relative_energy_kcal_mol=25.5
H -0.215 -2.746 1.679 0.600 0.327 0.753 0.054
N -0.022 -2.114 0.917 -0.733 0.316 -0.494 0.158
C 0.086 -0.877 1.107 -0.338 -1.553 -1.287 -0.241
N 0.138 -0.057 -0.065 -0.724 0.828 0.540 -0.065
C 1.329 0.086 -0.739 1.397 0.109 -0.639 -0.274
N 2.171 -0.868 -0.748 1.629 0.933 -0.645 0.081
H 3.086 -0.587 -1.233 -1.940 -0.347 0.746 0.074
C -0.794 0.994 -0.152 -1.121 0.466 -0.715 -0.467
N -2.100 0.581 0.271 2.747 1.770 0.080 0.139
N -0.451 2.127 -0.671 -0.956 -0.639 1.036 0.102
H -1.240 2.790 -0.706 0.413 -0.591 -0.123 0.052
H 0.152 -0.310 2.007 -0.124 0.203 0.998 0.122
H 1.409 1.095 -1.191 0.123 -0.731 0.052 0.115
H -2.810 1.244 0.043 -0.473 -0.093 -0.088 0.082
H -2.264 -0.386 0.185 -0.500 -0.998 -0.214 0.067

# 4
15
Properties=species:S:1:pos:R:3:forces:R:3:lowdin_charge:R:1 method="wB97M-V/def2-TZVPD" max_force_ev_per_a=8.647 relative_energy_kcal_mol=97.8
C -0.896 -0.883 -0.088 -5.110 -3.685 0.108 -0.329
C -1.567 1.557 -0.014 -2.599 0.020 1.156 -0.027
C 2.676 -0.632 0.085 -1.008 2.149 -1.579 0.043
N 0.338 -1.441 -0.064 -0.120 -1.455 -0.320 0.126
N 0.631 0.680 0.083 1.406 2.785 0.311 0.112
N -2.201 -1.712 -0.165 8.584 1.030 0.106 0.006
N -0.662 0.480 0.064 0.449 -2.421 -1.027 -0.142
N 1.191 -0.449 0.017 -0.744 -0.079 -0.492 -0.237
H -1.582 2.071 -0.961 0.457 0.140 -0.383 0.081
H -2.654 1.107 0.076 2.277 1.003 0.337 0.132
H -1.256 2.221 0.814 -0.865 0.044 -0.501 0.099
H 2.719 -1.662 0.285 0.801 -1.196 0.432 0.064
H 2.941 0.058 0.887 0.561 -0.480 0.007 0.086
H 3.217 -0.324 -0.898 -1.284 -0.647 1.695 0.127
H -2.897 -1.071 -0.121 -2.807 2.792 0.151 -0.141